(1)
ORCA calculation (ωB97M-V with the def2-TZVPD basis set) on a molecular structure, C30H26N3O4ReS in a non-equilibrium geometry.

```
65
Properties=species:S:1:pos:R:3:forces:R:3:lowdin_charge:R:1
Re -0.533006 0.716856 0.530568 -0.9560 -0.5248 -0.2181 1.398
C -1.953247 -2.486955 0.023431 0.0249 -0.0248 0.1192 -0.036
C -2.123958 -2.310649 1.513485 0.0466 -0.0302 -0.1905 -0.216
C -3.171861 -2.940279 2.173446 -0.0153 -0.0761 0.0339 -0.042
C -3.338294 -2.796979 3.540473 0.0061 -0.0369 -0.0056 -0.055
C -2.464388 -2.003290 4.268346 -0.0605 -0.0154 0.0475 -0.028
C -1.407167 -1.349843 3.651094 0.0589 0.1586 0.1221 -0.217
C -0.497371 -0.456707 4.451458 0.0068 -0.0911 -0.0283 -0.027
C -1.250109 -1.530441 2.275836 0.1173 -0.0820 -0.0394 -0.250
N -0.149781 -0.882258 1.593268 0.0797 0.7897 -0.0011 -0.118
C 1.167591 -1.301201 1.893177 -0.1388 -0.0844 -0.1288 -0.407
O 1.465524 -2.172839 2.651876 -0.0331 -0.1320 0.0951 0.180
C 2.156244 -0.496597 1.114817 -0.2265 0.0261 -0.0428 -0.157
C 3.523821 -0.636228 1.132152 0.2316 -0.0387 0.0020 0.059
C 4.274319 0.196574 0.307900 -0.0094 0.0103 -0.0245 0.022
C 3.638575 1.127899 -0.509661 0.1500 -0.0003 -0.0058 0.059
C 2.265596 1.194595 -0.463413 -0.2265 -0.0196 0.0191 -0.152
N 1.560373 0.399469 0.338387 0.3141 -0.0059 -0.0159 -0.006
C 1.381455 2.085133 -1.280293 -0.1855 -0.1602 -0.0478 -0.404
O 1.765779 2.874985 -2.087950 -0.0006 0.1350 -0.1185 0.178
N 0.034188 1.822251 -0.959361 0.1826 0.1363 0.6242 -0.135
C -1.043908 2.458401 -1.676527 0.1438 -0.0541 -0.0470 -0.246
C -1.450537 3.746450 -1.302534 0.0523 0.0461 0.0560 -0.216
C -0.775495 4.493040 -0.188466 0.0010 -0.0057 -0.0799 -0.030
C -2.488772 4.324793 -2.014462 -0.0681 0.0180 0.0091 -0.018
C -3.093034 3.650228 -3.066674 -0.0199 0.0045 -0.0167 -0.041
C -2.666638 2.382546 -3.425235 -0.0264 0.0012 -0.0331 -0.045
C -1.632408 1.757327 -2.738022 0.0925 -0.0800 -0.0486 -0.230
C -1.149619 0.400974 -3.186345 -0.0180 0.1199 -0.0249 -0.026
H -2.675488 -3.208053 -0.355731 0.0095 -0.0028 0.0280 0.087
H -0.952841 -2.844498 -0.228820 -0.0121 0.0025 0.0096 0.086
H -2.111980 -1.549289 -0.515241 -0.0246 0.0178 -0.0168 0.039
H -3.860946 -3.552438 1.603561 0.0234 0.0142 0.0185 0.121
H -4.155386 -3.301112 4.041542 0.0244 0.0149 -0.0147 0.116
H -2.600825 -1.887917 5.337535 -0.0017 0.0125 -0.0418 0.122
H -1.017112 -0.078564 5.329978 0.0059 -0.0166 -0.0001 0.089
H -0.155462 0.400904 3.869008 -0.0237 0.0138 0.0034 0.064
H 0.385946 -1.001447 4.792480 -0.0299 0.0048 -0.0281 0.091
H 3.974920 -1.380064 1.774975 -0.0007 0.0158 -0.0161 0.141
H 5.352660 0.114130 0.296303 -0.0034 0.0125 0.0046 0.130
H 4.178338 1.792241 -1.171225 0.0148 -0.0360 0.0146 0.141
H -0.599917 3.862409 0.682887 -0.0087 -0.0270 0.0436 0.044
H -1.379152 5.341538 0.125911 -0.0029 0.0094 -0.0207 0.089
H 0.192722 4.874001 -0.522040 0.0117 -0.0224 0.0146 0.096
H -2.826350 5.318423 -1.744991 0.0195 -0.0363 -0.0054 0.122
H -3.898501 4.122828 -3.614744 0.0144 -0.0198 0.0197 0.117
H -3.134657 1.866443 -4.255605 0.0158 0.0196 0.0236 0.121
H -1.957663 -0.155258 -3.660327 0.0064 0.0267 -0.0038 0.087
H -0.758908 -0.198817 -2.367679 -0.0010 -0.0481 0.0583 0.045
H -0.350537 0.510419 -3.924081 -0.0034 0.0077 0.0204 0.098
O -7.653771 -1.534288 -1.617400 0.0465 0.0440 -0.0268 0.131
C -7.500667 -1.152702 -0.333356 0.0186 -0.0348 -0.0243 -0.475
O -8.378205 -1.323376 0.458883 -0.0133 -0.0125 0.0266 0.146
C -6.188376 -0.522733 0.049627 -0.0366 -0.0145 -0.0323 -0.115
C -5.340797 0.093866 -0.864273 0.0446 -0.0030 -0.0541 -0.005
C -4.161492 0.685109 -0.438042 -0.0580 -0.0380 0.0373 -0.088
C -3.843809 0.658514 0.914835 0.0395 -0.1522 -0.1274 -0.594
S -2.397929 1.478302 1.534323 0.5166 0.2168 -0.0132 0.690
C -4.685856 0.050971 1.840082 -0.0041 0.0075 -0.0082 -0.087
C -5.856550 -0.537758 1.400149 -0.0280 -0.0061 0.0481 0.012
H -6.840602 -1.414958 -2.122277 -0.0337 -0.0195 0.0444 0.097
H -5.596793 0.156165 -1.916696 -0.0014 0.0101 0.0283 0.121
H -3.509904 1.182407 -1.145473 -0.0514 0.0216 0.0331 0.080
H -4.422388 0.036719 2.890648 -0.0061 0.0129 -0.0338 0.113
H -6.538097 -1.009471 2.096203 0.0095 0.0214 -0.0196 0.133
```
Forces are in eV/Å.

## Properties
2S+1 ... 2
Charge ... +1
Energy relative to the best compared isomer or geometry (same formula, charge and spin) ... 3.8 kcal/mol
⟨S²⟩ ... 0.77
Total energy ... -57152.8293 eV

(2)
ORCA calculation (ωB97M-V with the def2-TZVPD basis set) on a molecular structure, C30H26O3 in a non-equilibrium geometry.

```
59
Properties=species:S:1:pos:R:3:forces:R:3:lowdin_charge:R:1
C -4.558973 -1.324880 -4.403469 0.8548 0.3107 0.0264 -0.062
O -3.266273 -0.719941 -4.625179 -0.3854 -0.3952 -0.1848 -0.097
C -2.227798 -0.991217 -3.790355 -0.1355 -0.0670 0.4138 -0.269
C -1.007991 -0.345892 -4.100139 -1.1688 -0.5142 -0.2529 -0.006
C -0.026898 -0.311814 -3.155959 0.1207 0.0567 1.4872 -0.023
C -0.239218 -0.871727 -1.852132 -0.5223 -0.2904 -1.5438 -0.184
C 0.600395 -0.379914 -0.769639 1.0598 2.0663 0.2168 -0.080
C 0.743253 -1.185520 0.458819 -0.0347 -0.1978 1.0354 -0.199
C 1.997788 -1.615376 0.971638 -0.5250 0.1398 -0.3284 0.043
C 2.049818 -2.228043 2.213138 -1.8603 0.5787 0.5075 -0.164
C 0.860553 -2.337018 2.989987 0.6437 0.7749 -0.8969 -0.239
O 1.081457 -2.608237 4.300878 1.1910 -0.5743 -0.0791 -0.030
C 2.540989 -2.869789 4.439154 -0.6009 -0.2170 0.1616 -0.106
C 3.205552 -2.529716 3.096316 0.5809 -0.2221 0.0490 -0.108
C -0.387740 -1.973392 2.480036 0.4772 -0.5730 0.4539 0.012
C -0.426881 -1.409387 1.225647 0.6431 0.3929 -0.8105 -0.055
C -1.320128 -1.788758 -1.711757 0.9007 1.1500 0.3121 -0.020
C -2.341354 -1.809871 -2.645238 -0.1310 0.1948 -0.8916 -0.016
H -5.161788 -0.958831 -5.235018 -0.0303 -0.1523 0.1913 0.090
H -4.483014 -2.417528 -4.432256 -0.0835 0.1430 -0.0116 0.090
H -4.987990 -0.998650 -3.444218 0.1360 -0.0906 -0.2284 0.095
H -0.916236 0.168690 -5.052165 -0.0093 -0.0820 0.1412 0.123
H 0.894724 0.240271 -3.347230 -0.2929 -0.1082 0.0946 0.117
H 1.489778 0.187237 -1.070673 0.2789 -1.2177 -0.3312 0.121
H 2.936351 -1.418188 0.436476 -0.5203 -0.0083 0.0601 0.136
H 2.928577 -2.262580 5.266602 -0.3208 -0.1478 -0.1718 0.114
H 2.664977 -3.934694 4.685208 -0.1542 0.3549 0.0009 0.121
H 3.795384 -3.376562 2.724042 -0.0296 0.1768 0.1194 0.121
H 3.874304 -1.665456 3.179598 -0.0702 -0.1140 -0.0105 0.118
H -1.287369 -2.116835 3.059134 -0.0107 0.1427 0.1664 0.119
H -1.366929 -1.023745 0.818015 0.2656 -0.2585 0.3361 0.117
H -1.378135 -2.408380 -0.823185 -0.1230 0.1386 -0.1150 0.103
H -3.227470 -2.432304 -2.479875 0.4055 0.2901 -0.1001 0.108
C -0.158388 3.397058 -4.051326 -0.0965 0.0568 0.1549 -0.094
C 1.095854 3.184044 -3.445558 -0.7427 0.3355 0.1174 -0.085
C 1.155673 2.733634 -2.123925 -0.4489 -0.5111 0.0335 -0.032
C -0.029206 2.327160 -1.435310 -0.0814 0.2359 -1.2959 -0.203
C 0.004473 1.446854 -0.252322 0.1339 -2.0294 0.3915 -0.059
C 1.071572 1.724735 0.763447 1.4427 0.0729 0.5633 -0.298
C 0.764269 1.555600 2.254421 0.1232 -0.1772 -0.1684 -0.137
C 1.826812 1.124047 3.063630 0.0535 -0.1303 -0.0846 -0.026
C 1.609180 0.687384 4.364456 -0.2474 0.4812 0.0688 -0.076
C 0.327126 0.802129 4.921025 0.0666 -0.3113 -0.1585 -0.077
C -0.730496 1.305987 4.155839 0.3446 0.1911 0.0123 -0.077
C -0.507204 1.687896 2.826050 0.1315 -0.1375 -0.0796 -0.035
O 2.257017 1.948361 0.432424 -2.3197 -0.3627 0.4821 0.036
C -1.275183 2.636176 -2.035980 0.4307 -0.4692 0.2715 -0.043
C -1.342708 3.164851 -3.320017 0.5205 0.3679 -0.4137 -0.093
H -0.212251 3.790981 -5.081904 0.0063 -0.3177 0.6699 0.103
H 2.015326 3.393180 -4.008261 -0.4208 -0.0426 0.3637 0.106
H 2.118169 2.621524 -1.626724 -0.2979 -0.1443 -0.2236 0.102
H -0.946885 0.971788 0.072996 0.4153 1.4536 0.2012 0.123
H 2.833263 1.125660 2.644475 -0.3054 -0.1902 -0.0339 0.120
H 2.447738 0.294586 4.950564 -0.3935 0.2002 -0.1593 0.107
H 0.163072 0.462201 5.948231 -0.0414 0.1645 -0.3881 0.108
H -1.721152 1.407895 4.606476 0.3284 -0.0028 -0.2150 0.104
H -1.311066 2.108455 2.221313 0.0577 -0.2545 0.1633 0.113
H -2.193419 2.406017 -1.480565 0.3536 0.0385 -0.2961 0.115
H -2.313301 3.409842 -3.769652 0.4379 -0.1976 0.2062 0.105
```
Forces are in eV/Å.

## Properties
2S+1 ... 1
Energy relative to the best compared isomer or geometry (same formula, charge and spin) ... 6.8 kcal/mol
Total energy ... -37672.3015 eV

(3)
ORCA calculation (ωB97M-V with the def2-TZVPD basis set) on a molecular structure, C30H27AsFeN4OS2 in a non-equilibrium geometry.

```
66
Properties=species:S:1:pos:R:3:forces:R:3:lowdin_charge:R:1
Fe 1.929195 -1.008143 -0.458788 0.1590 0.0179 -0.0131 0.376
O 1.242819 -1.349925 1.362538 -0.0390 0.1494 0.1546 -0.250
C 0.657122 -2.398320 1.872190 0.3952 -1.5885 -0.0007 -0.349
C 0.657132 -2.631413 3.267895 -0.3045 1.1732 -0.2242 -0.030
C 0.101240 -3.736042 3.858446 0.2646 -0.0019 0.7015 -0.091
C -0.462634 -4.729379 3.059273 0.1297 -0.2783 1.3954 -0.111
C -0.523558 -4.534613 1.722926 0.3326 -0.1276 -0.9106 -0.067
C 0.088182 -3.458455 1.107257 -0.6266 1.2332 -0.5428 -0.089
C -0.034478 -3.347912 -0.345493 -0.1873 -0.9817 0.6931 -0.258
N 0.783336 -2.684199 -1.109631 0.2871 1.0459 -0.7416 0.047
C 0.331086 -2.841110 -2.405644 0.5951 1.1630 -0.2546 -0.119
C -0.735008 -3.633912 -2.385853 -1.1042 -0.7232 -2.4361 -0.130
N -0.958371 -4.005600 -1.131181 0.0488 -0.0410 2.5396 0.123
H 1.022093 -1.811282 3.868897 0.2491 -0.0014 0.2065 0.108
H 0.147427 -3.798724 4.966760 -0.1010 -0.2169 -0.9363 0.116
H -0.724765 -5.675792 3.486748 -0.5389 -0.2226 0.2108 0.095
H -0.973286 -5.259166 1.067741 -0.0825 -0.4739 0.0515 0.105
H 0.653415 -2.237623 -3.234879 0.5470 -0.1156 0.0229 0.098
H -1.362183 -3.977780 -3.195827 0.0882 0.0972 0.0695 0.124
H -1.768183 -4.506564 -0.802617 0.1885 0.0883 0.0638 0.154
S 2.238558 0.336307 -2.375171 0.8580 -0.4954 0.6413 0.535
C 0.714804 0.888158 -2.984685 -0.7683 0.7467 -0.4711 -0.716
C 0.668978 1.060092 -4.375934 -0.3146 -0.7509 0.4040 -0.142
C -0.490157 1.552094 -4.927111 1.7433 -1.6870 -2.2718 -0.124
C -1.526639 1.929309 -4.180142 -3.8109 0.9958 0.3963 -0.128
C -1.566693 1.800332 -2.814288 0.9616 0.0865 0.6830 -0.108
C -0.436417 1.265433 -2.224652 1.4754 -0.2895 -0.1065 -0.426
As -0.208316 1.147170 -0.333574 0.8552 0.4261 0.4545 1.300
C -0.878603 2.925488 0.096918 -0.5798 -1.3039 0.6960 -0.399
C -0.110438 3.967148 -0.364258 -0.2187 1.4629 -0.8081 -0.128
C -0.588463 5.293795 -0.192458 0.5745 -1.9305 0.4327 -0.071
C -1.751726 5.439160 0.567442 0.1747 2.0767 -0.2161 -0.109
C -2.475544 4.386157 1.111716 1.6671 -0.8635 -0.7696 -0.081
C -2.043852 3.075509 0.872754 0.8243 1.4331 -0.7296 -0.078
C -1.657444 0.032696 0.147086 -1.0337 -1.2675 -1.3084 -0.404
C -1.826365 -0.322801 1.482563 0.8377 1.4773 -0.2663 -0.148
C -2.696794 -1.304757 1.861518 1.2059 -2.0290 1.7546 -0.111
C -3.351878 -2.053742 0.926832 -2.0225 -0.7807 -1.6264 -0.104
C -3.295623 -1.670320 -0.425796 1.7580 1.0423 1.0373 -0.079
C -2.366722 -0.683206 -0.855167 -1.0407 -1.0868 2.3190 -0.070
H 1.413448 0.610679 -5.037837 0.0686 0.4145 0.4491 0.101
H -0.594357 1.335855 -5.997108 -0.1302 0.9038 0.1977 0.115
H -2.464488 2.212012 -4.657910 0.2298 0.1823 -0.1373 0.107
H -2.387720 2.128317 -2.167878 0.0964 -0.1565 -0.5300 0.120
H 0.787672 3.762253 -0.986661 -0.5996 0.1920 0.5843 0.112
H 0.049842 6.088758 -0.577498 -0.6302 0.1597 0.1750 0.101
H -2.085323 6.486450 0.752734 0.1126 -0.9470 -0.0529 0.110
H -3.264402 4.599917 1.763837 -1.2824 0.1930 0.6744 0.083
H -2.560608 2.208463 1.232931 -0.2679 -0.1645 0.1829 0.080
H -1.151413 0.189926 2.184171 -0.4978 -0.4308 0.0307 0.115
H -2.543866 -1.812068 2.837287 -0.5097 0.9572 -0.2627 0.121
H -3.973838 -2.960183 1.195756 0.8030 1.2564 -0.1346 0.123
H -3.844996 -2.165187 -1.170954 -0.6759 -0.8392 -0.7914 0.079
H -2.202921 -0.671551 -1.908548 0.2462 0.7820 -0.4995 0.087
S 4.493579 -1.150241 -0.027543 -0.0235 -0.2281 -0.4064 0.644
C 4.301181 0.268578 0.849260 1.1737 0.0029 0.0564 -0.869
N 5.091836 1.378211 0.847483 0.7717 -0.9952 -0.3287 0.014
C 4.383489 2.498517 1.342155 -2.7861 0.4875 -0.6115 -0.146
C 3.342501 1.788168 2.310003 1.2516 -0.0422 -0.7811 -0.085
N 3.352073 0.447829 1.733961 -0.8748 0.1426 0.4287 0.006
H 5.771481 1.526768 0.136189 0.2357 -0.2909 -0.5837 0.133
H 3.800077 2.937934 0.456237 0.5290 -0.2345 1.2678 0.139
H 4.977454 3.286993 1.766646 0.3563 0.0466 0.4140 0.108
H 2.367860 2.222628 2.144129 -0.2477 0.2327 0.7046 0.105
H 3.718904 1.690082 3.339253 -0.4748 0.6046 -0.1402 0.125
H 2.801286 -0.347190 2.055558 -0.3214 0.3129 -0.1995 0.110
```
Forces are in eV/Å.

## Properties
2S+1 ... 5
Energy relative to the best compared isomer or geometry (same formula, charge and spin) ... 5.1 kcal/mol
⟨S²⟩ ... 6.01
Total energy ... -156453.3877 eV